A single C5H11NO molecule, computed with wB97M-V/def2-TZVPD.

- HOMO energy (alpha / beta) (eV) = -7.0 / -7.0
- HOMO-LUMO gap (alpha / beta) (eV) = 7.608 / 7.612
- maximum force (eV Å⁻¹) = 0.5
- energy relative to the best compared isomer or geometry (same formula, charge and spin) (eV) = 3.725

Last column: Mulliken charge in e.
Geometry (Å):
C -1.84718 -0.93394 -0.54115  -1.029
C -1.52799 0.15567 0.47674  -0.521
N -0.08573 0.47697 0.63008  0.216
C 0.49758 0.53380 1.83664  -0.728
C 0.63465 0.86530 -0.43302  -0.420
C 1.99543 0.30948 -0.71213  -0.501
O 1.91344 -0.77824 -1.63965  -0.517
H -2.92855 -0.95579 -0.72072  0.362
H -1.55025 -1.92653 -0.18592  0.282
H -1.35303 -0.74523 -1.49887  0.314
H -2.00795 1.09462 0.17717  0.293
H -1.90388 -0.09695 1.47240  0.335
H 1.22695 1.31425 1.98681  0.363
H 0.31335 -0.21701 2.59320  0.249
H 0.09519 1.33393 -1.24894  0.357
H 2.63981 1.04222 -1.20545  0.309
H 2.49786 -0.01001 0.21119  0.327
H 1.39031 -1.46256 -1.19839  0.307

C37H71BBrGaN9O as an isolated structure, computed with wB97M-V/def2-TZVPD.

- HOMO energy (eV) = -4.2
- HOMO-LUMO gap (eV) = 6.013
- total charge = -1
- maximum force (eV Å⁻¹) = 0.8

Last column: Mulliken charge in e.
Geometry (Å):
C 1.03789 3.75989 -1.39524  -1.083
C -0.41143 3.47905 -1.78405  -0.083
C -0.80497 2.08077 -2.32806  -0.160
Br 0.67641 0.77353 -2.24417  -0.307
Ga -2.51750 1.41540 -1.39657  -0.630
B -3.98456 2.96702 -1.51971  0.831
O -5.20687 2.88670 -0.87004  -0.550
N -3.81135 4.25083 -2.27461  0.101
C -4.92413 4.54740 -3.17846  -0.979
C -3.56337 5.34045 -1.32812  -1.224
H 1.68914 3.80974 -2.27051  0.118
H 1.41528 3.01563 -0.69329  0.076
H 1.09380 4.73271 -0.89097  0.461
H -0.68774 4.19961 -2.56171  0.223
H -1.01957 3.69546 -0.89985  0.007
H -1.03703 2.16472 -3.38941  0.509
H -3.01624 0.08308 -2.22010  -0.259
H -2.23182 0.95724 0.11318  -0.268
H -5.42900 1.96043 -0.72040  0.262
H -5.87732 4.12393 -2.84005  0.264
H -4.71276 4.15905 -4.18124  0.251
H -5.05250 5.62963 -3.28054  0.366
H -2.91181 6.10706 -1.76623  0.276
H -4.49018 5.82278 -0.98483  0.420
H -3.05362 4.95646 -0.43818  0.408
C 3.18321 0.00087 1.43499  -1.162
C 3.51343 1.25951 2.22889  0.019
C 2.36224 1.65985 3.16815  -0.677
C 1.17628 1.97168 2.37802  0.259
N 0.35214 2.20570 1.61403  -0.393
H 2.31358 0.15684 0.79396  0.199
H 4.02537 -0.27637 0.80363  0.379
H 2.96145 -0.83735 2.09916  0.336
H 3.72662 2.08526 1.54760  0.061
H 4.41176 1.10416 2.82878  0.356
H 2.61066 2.54202 3.76160  0.280
H 2.14089 0.84391 3.85845  0.347
C -1.21043 -2.04333 -0.74731  -0.746
C -1.14732 -3.55423 -0.58612  0.018
C -1.03989 -4.02042 0.86523  -0.072
C 0.17222 -3.58252 1.54969  0.095
N 1.13612 -3.26761 2.08919  -0.537
H -0.29988 -1.54818 -0.40861  0.144
H -1.35743 -1.76557 -1.78840  0.340
H -2.04638 -1.62895 -0.18234  0.202
H -0.31968 -3.96840 -1.16884  0.401
H -2.06718 -3.97808 -0.98565  -0.408
H -1.07136 -5.11098 0.91589  0.521
H -1.90340 -3.63946 1.41580  -0.130
C 6.16374 4.23014 2.74839  -0.912
C 7.35003 4.26826 1.79084  -0.698
C 7.04920 3.59428 0.44655  -0.397
C 6.68638 2.19211 0.59502  0.386
N 6.27807 1.12751 0.72782  -0.529
H 5.88511 3.20736 3.00250  0.162
H 6.39562 4.74444 3.67758  0.313
H 5.29366 4.71691 2.30158  0.331
H 8.21347 3.77936 2.24847  0.338
H 7.63553 5.30298 1.59299  0.333
H 7.90399 3.65609 -0.22575  0.425
H 6.21295 4.08816 -0.04800  0.192
C -3.61793 -4.19845 -3.64602  -1.143
C -5.10828 -4.08583 -3.35887  -0.218
C -5.39790 -3.37695 -2.02733  -0.256
C -4.82407 -4.08805 -0.89245  0.244
N -4.31174 -4.65500 -0.03499  -0.461
H -3.11343 -4.80039 -2.88796  0.287
H -3.46093 -4.67544 -4.61308  0.404
H -3.14309 -3.21582 -3.66534  0.262
H -5.56072 -5.07848 -3.34309  0.101
H -5.59687 -3.52557 -4.15592  0.352
H -6.47253 -3.28850 -1.85641  0.344
H -4.97591 -2.36802 -2.02815  0.159
C 9.38200 2.82316 6.82475  -1.138
C 9.19483 4.32220 7.01876  -0.375
C 7.81833 4.67874 7.59456  -0.483
C 6.73548 4.24599 6.71817  0.307
N 5.91479 3.90758 5.99069  -0.417
H 8.65976 2.42493 6.11122  0.338
H 10.37957 2.60526 6.44447  0.316
H 9.25730 2.28570 7.76664  0.320
H 9.32581 4.83936 6.06651  0.278
H 9.95576 4.70936 7.69854  0.300
H 7.72387 5.75625 7.73675  0.283
H 7.67710 4.20305 8.56735  0.292
C -2.67728 -4.73141 5.19297  -1.230
C -3.30543 -5.26814 3.91298  -0.109
C -4.53234 -4.46890 3.45946  -0.113
C -5.60183 -4.49748 4.45220  0.109
N -6.42983 -4.52080 5.24774  -0.481
H -3.37307 -4.79683 6.03115  0.382
H -1.78608 -5.30260 5.45243  0.346
H -2.38115 -3.68745 5.07693  0.319
H -3.58496 -6.31459 4.05040  0.339
H -2.57432 -5.23761 3.10459  -0.053
H -4.92604 -4.86888 2.52386  0.205
H -4.26308 -3.42608 3.27895  0.295
C 3.73228 4.08667 -4.51351  -1.138
C 4.22106 2.70118 -4.11377  -0.558
C 4.92075 2.68829 -2.75027  0.112
C 6.11215 3.53489 -2.72499  0.300
N 7.05609 4.18584 -2.70130  -0.599
H 4.56438 4.78632 -4.61622  0.417
H 3.20855 4.04836 -5.46837  0.312
H 3.04059 4.48569 -3.76967  0.224
H 4.90676 2.31262 -4.86963  0.401
H 3.38092 2.00940 -4.05897  0.244
H 5.23144 1.67716 -2.48202  0.351
H 4.23796 3.03412 -1.96965  0.008
C -8.13433 -8.51105 -4.26570  -1.099
C -9.00842 -7.33532 -4.68179  -0.406
C -8.52921 -6.66876 -5.97781  -0.478
C -7.17612 -6.13838 -5.85177  0.300
N -6.10906 -5.72817 -5.75236  -0.408
H -7.11215 -8.18970 -4.06231  0.323
H -8.52155 -8.97755 -3.36046  0.322
H -8.10007 -9.27217 -5.04761  0.298
H -9.03074 -6.58905 -3.88586  0.294
H -10.03620 -7.66901 -4.83350  0.306
H -9.18688 -5.84364 -6.25491  0.281
H -8.53348 -7.38660 -6.80063  0.279

An isolated ion of composition C11H14N3 and charge +1, computed with wB97M-V/def2-TZVPD.

- HOMO energy (eV) = -12.1
- HOMO-LUMO gap (eV) = 8.270
- total charge = +1
- maximum force (eV Å⁻¹) = 6.2
- energy relative to the best compared isomer or geometry (same formula, charge and spin) (eV) = 1.001

Last column: Mulliken charge in e.
Geometry (Å):
C -2.06535 -2.69367 -2.24140  -0.490
C -1.69871 -1.61443 -1.45765  -0.465
C -1.21670 -3.70821 -2.54358  -0.119
C 0.34594 -2.87211 -1.07562  -0.451
C -0.37845 -1.72295 -0.85294  0.602
C 0.99071 -0.80816 1.21191  -0.709
C 0.04816 -0.67350 0.10988  0.464
C 0.05247 1.71291 0.41507  0.852
C 1.09466 0.31854 2.16846  -0.453
C -0.45158 3.03943 -0.14823  -1.541
C 1.58169 2.80167 1.95657  -1.087
N -0.02841 -3.70693 -1.96352  -0.551
N 0.85463 1.68105 1.50736  0.042
N -0.57410 0.62656 -0.15040  -0.243
H -3.02105 -2.62552 -2.82713  0.305
H -2.26585 -0.79596 -1.44127  0.538
H -1.61069 -4.54905 -3.20967  0.303
H 1.39495 -2.89139 -0.75913  0.331
H 1.57345 -1.80680 1.33136  0.292
H 0.37249 0.19455 2.98305  0.222
H 2.18360 0.31665 2.52562  0.371
H -1.42535 2.76469 -0.55277  0.440
H 0.13314 3.49056 -0.96492  0.277
H -0.61101 3.65623 0.72909  0.519
H 1.28375 3.05988 2.95941  0.390
H 2.60771 2.47838 2.12193  0.340
H 1.58621 3.66479 1.32659  0.449
H -0.75632 0.66279 -1.15807  0.374

An isolated ion of composition C6H8 and charge -1, computed with wB97M-V/def2-TZVPD.

- spin multiplicity = 2
- HOMO energy (alpha / beta) (eV) = 0.2 / -3.1
- HOMO-LUMO gap (alpha / beta) (eV) = 4.300 / 7.509
- total charge = -1
- maximum force (eV Å⁻¹) = 4.6
- energy relative to the best compared isomer or geometry (same formula, charge and spin) (eV) = 1.124

Last column: Mulliken charge in e.
Geometry (Å):
C -1.58971 0.75246 0.88548  -0.271
C -1.63827 1.23940 2.11759  -0.905
C -0.06570 -0.66044 -0.57351  -0.601
C -0.28440 0.11249 0.51125  -0.573
C 1.91951 -0.75925 -2.16858  -0.815
C 1.39642 -0.79674 -0.92914  -0.252
H -2.43293 0.83779 0.18658  0.410
H -2.56864 1.75015 2.47263  0.289
H -0.93972 0.60051 2.79778  0.186
H -0.68775 -1.37721 -1.02001  0.387
H 0.52087 0.67833 1.01369  0.292
H 1.37261 -0.75416 -3.04380  0.409
H 3.08735 -0.79981 -2.29871  0.178
H 1.91035 -0.82352 0.04876  0.267

C32H30Br3N6O2W as an isolated structure, computed with wB97M-V/def2-TZVPD.

- spin multiplicity = 3
- HOMO energy (alpha / beta) (eV) = -16.2 / -16.2
- HOMO-LUMO gap (alpha / beta) (eV) = 5.657 / 4.757
- total charge = +3
- maximum force (eV Å⁻¹) = 0.7
- energy relative to the best compared isomer or geometry (same formula, charge and spin) (eV) = 2.608

Last column: Mulliken charge in e.
Geometry (Å):
W -0.68754 0.31935 0.32972  0.283
Br 1.78412 5.90508 4.88435  -0.055
C 1.20199 4.69028 3.59612  -0.457
C 0.51302 5.15194 2.46458  -0.511
C 0.06408 4.28303 1.48379  -1.218
C 0.29857 2.92988 1.66080  -0.189
O -0.12190 2.02665 0.76222  1.139
C 0.98789 2.44393 2.77513  0.641
C 1.23158 1.04984 2.88446  0.418
N 0.79141 0.10190 2.10271  1.009
C 1.17018 -1.21390 2.45645  0.480
C 2.17524 -1.60384 3.32414  -0.712
C 2.36167 -2.95572 3.58552  -1.310
C 1.55454 -3.93519 2.98686  -0.713
C 0.55235 -3.57359 2.11973  1.308
C -0.28239 -4.53670 1.43186  -1.209
C -1.33874 -4.08967 0.73624  -1.357
C -1.69777 -2.62926 0.73589  0.943
N -0.56039 -1.73043 0.96483  0.912
C 0.35714 -2.18581 1.83034  -0.392
C 1.45024 3.33696 3.74983  -0.857
H 0.33117 6.21364 2.36189  0.494
H -0.46312 4.64410 0.61216  0.542
H 1.83658 0.76425 3.73891  0.285
H 2.84122 -0.90223 3.80463  0.533
H 3.15185 -3.25759 4.25972  0.459
H 1.73623 -4.98038 3.19874  0.546
H -0.04023 -5.58926 1.49065  0.518
H -2.01494 -4.77328 0.24434  0.381
H -2.38872 -2.45416 1.58212  0.438
H 1.98907 2.97487 4.61586  0.614
O -4.59194 3.83154 -1.57117  -0.461
C -3.50232 3.09515 -1.50032  0.603
C -2.44293 3.20352 -2.43843  -1.133
C -1.32427 2.42092 -2.32031  -0.618
N -1.29332 1.53196 -1.30117  0.414
C -2.25683 1.46255 -0.43704  1.000
Br -2.29728 0.28651 2.22472  -0.092
C -3.40633 2.19976 -0.41790  -1.229
H -4.60490 4.44128 -2.32371  0.352
H -2.50958 3.91680 -3.25007  0.481
H -0.49038 2.47722 -3.00639  0.499
H -4.17665 2.13127 0.33550  0.614
Br 0.21368 -4.32414 -1.52378  -0.014
C -2.38388 -2.21062 -0.51961  -0.028
C -3.41716 -2.96620 -1.05382  -1.163
C -3.94267 -2.62269 -2.27958  -0.875
C -3.39333 -1.52724 -2.93695  -1.089
C -2.42586 -0.78586 -2.31000  -0.002
N -1.91878 -1.08287 -1.08361  0.625
H -3.79274 -3.82382 -0.51352  0.619
H -4.74400 -3.19751 -2.72363  0.491
H -3.72676 -1.23277 -3.92164  0.533
H -2.03736 0.08353 -2.80951  0.392
C 1.99245 1.21787 -1.03874  -0.569
C 3.30376 1.00674 -1.83263  -1.002
N 3.30071 -0.28201 -2.50137  -0.096
C 3.30823 -1.33513 -1.50306  -0.999
C 2.16212 -1.12520 -0.48371  0.008
N 1.19938 -0.06772 -0.96890  0.692
C 0.84856 -0.47071 -2.38430  0.034
C 2.09400 -0.40740 -3.29744  -1.010
H 1.35193 1.96927 -1.50148  0.362
H 2.19809 1.53741 -0.01638  0.325
H 4.16634 1.04949 -1.16749  0.324
H 3.42278 1.79895 -2.57168  0.325
H 4.26716 -1.34084 -0.98593  0.397
H 3.19756 -2.29680 -2.00506  0.319
H 2.56069 -0.78775 0.47150  0.565
H 1.60828 -2.05023 -0.34825  -0.454
H 0.07378 0.19594 -2.75024  -0.133
H 0.43704 -1.47744 -2.32358  0.307
H 2.03545 0.44247 -3.97843  0.380
H 2.15287 -1.30987 -3.90548  0.338

> Look up the maximum force of the first one.

0.5 eV Å⁻¹

> Among the records above, which one has the highest maximum force?

C11H14N3

> Which value of maximum force does entry 1 give?

0.5 eV Å⁻¹

> maximum force of number 4 (C6H8)?

4.6 eV Å⁻¹